1.
{
  "formula": "C13H39O6",
  "method": "the ωB97M-V functional and the def2-TZVPD basis",
  "e_above_lowest_ev": 4.276,
  "multiplicity": 1,
  "total_energy_ha": -969.74085,
  "orbital_gap_ev": 7.00,
  "total_charge": 1,
  "species": ["O", "H", "H", "H", "C", "C", "C", "O", "H", "H", "H", "H", "H", "H", "H", "H", "C", "C", "C", "O", "H", "H", "H", "H", "H", "H", "H", "H", "C", "C", "C", "O", "H", "H", "H", "H", "H", "H", "H", "H", "C", "C", "C", "O", "H", "H", "H", "H", "H", "H", "H", "H", "C", "O", "H", "H", "H", "H"],
  "xyz": [[-17.55385, -9.09791, -10.33367], [-17.36938, -8.18692, -10.57385], [-17.74457, -9.15523, -9.39456], [-16.76894, -9.62238, -10.50819], [-18.25623, -1.15252, -11.52227], [-17.91617, -2.15759, -10.39795], [-18.63221, -1.81653, -9.04367], [-18.30024, -3.44056, -10.77966], [-17.69660, -0.22295, -11.41831], [-19.32942, -1.02544, -11.66443], [-18.04304, -1.52273, -12.52507], [-16.83712, -2.15711, -10.24385], [-19.69729, -1.68360, -9.23352], [-18.15423, -0.93460, -8.61725], [-18.47227, -2.71989, -8.45506], [-19.11382, -3.40207, -11.28780], [-17.21605, -15.65410, -17.14684], [-16.50215, -14.75810, -16.19831], [-17.54008, -13.96273, -15.36199], [-15.75245, -15.49079, -15.29044], [-16.68117, -16.51665, -17.54434], [-17.46794, -15.08699, -18.04296], [-18.17334, -16.04583, -16.80297], [-15.84400, -14.17752, -16.84473], [-18.17009, -13.34183, -15.99891], [-16.97557, -13.24778, -14.76343], [-18.19089, -14.60628, -14.77005], [-14.86302, -15.58220, -15.63995], [-11.53197, -5.74841, -13.60152], [-11.83290, -7.06886, -12.92482], [-10.53299, -7.69862, -12.30907], [-12.73409, -6.82756, -11.78949], [-12.41597, -5.18848, -13.90667], [-10.91623, -5.90907, -14.48648], [-10.94255, -5.10485, -12.94844], [-12.43089, -7.75268, -13.52724], [-10.66291, -8.63476, -11.76607], [-10.09830, -7.04075, -11.55649], [-9.95008, -7.88260, -13.21155], [-12.28244, -6.21793, -11.20130], [-21.78531, -11.98233, -6.62802], [-20.81346, -11.80552, -5.51054], [-20.02198, -13.02947, -5.08001], [-19.77301, -10.87507, -5.95172], [-21.30850, -12.42023, -7.50494], [-22.22094, -11.07798, -7.05285], [-22.57878, -12.64538, -6.28325], [-21.44753, -11.34009, -4.75593], [-20.63429, -13.89485, -4.82644], [-19.31846, -12.77889, -4.28605], [-19.33318, -13.43559, -5.82076], [-19.39877, -10.44155, -5.18126], [-13.76821, -13.05975, -9.09483], [-14.12895, -12.41824, -10.34027], [-14.27271, -14.01676, -8.96176], [-12.71866, -13.30753, -8.93623], [-14.09070, -12.51281, -8.20886], [-13.69111, -13.04088, -10.92525]]
}


2.
{
  "formula": "C4H10N2S",
  "method": "the ωB97M-V functional and the def2-TZVPD basis",
  "e_above_lowest_ev": 3.263,
  "smiles": "[H]/N=C(/NC)SCC",
  "multiplicity": 1,
  "total_energy_ha": -665.98305,
  "orbital_gap_ev": 9.71,
  "species": ["C", "C", "C", "C", "H", "H", "H", "H", "H", "H", "H", "H", "H", "H", "N", "N", "S"],
  "xyz": [[-2.04784, -0.95712, -0.55042], [-1.10668, -0.30535, -1.62544], [0.28213, 1.04256, 0.50880], [2.23470, -0.05805, 1.06107], [-1.40799, -0.91436, 0.51650], [-1.96231, -1.99763, -0.98836], [-3.11392, -0.35037, -0.78353], [-0.03945, -0.63597, -1.95271], [-1.72133, -0.30231, -2.42697], [-0.79755, 1.70862, 1.91739], [1.76185, 0.30580, -0.60834], [2.80283, 0.69902, 1.40556], [1.69882, -0.33638, 1.98080], [2.89016, -0.81412, 0.76034], [0.06460, 1.35526, 1.65642], [1.24457, 0.06719, 0.18420], [-0.78260, 1.49320, -1.05529]]
}


3.
{
  "formula": "C4H12F2N7O",
  "method": "the ωB97M-V functional and the def2-TZVPD basis",
  "smiles": "NN1C(N)(N)[C@H]([NH3+])C(=O)N(F)[C@]1(N)F",
  "multiplicity": 1,
  "total_energy_ha": -817.53050,
  "orbital_gap_ev": 11.06,
  "total_charge": 1,
  "species": ["C", "C", "C", "C", "N", "N", "N", "N", "N", "N", "N", "O", "F", "F", "H", "H", "H", "H", "H", "H", "H", "H", "H", "H", "H", "H"],
  "xyz": [[-1.38770, -1.40995, 0.29389], [0.17075, -1.41343, 0.51050], [0.91859, -0.05994, 0.09121], [-1.30877, 1.03743, 0.01821], [-1.85671, -0.20952, 0.52816], [0.15760, 1.12865, 0.44081], [0.85794, -2.46389, -0.16463], [2.18887, -0.06052, 0.63555], [1.11911, -0.45187, -1.37216], [-2.02340, 2.18946, 0.33135], [0.73725, 2.39648, 0.21169], [-1.94564, -2.40078, -0.07631], [-1.32650, 0.84459, -1.36450], [-3.25187, -0.25373, 0.37691], [0.35128, -1.55112, 1.51480], [1.75494, -2.52415, 0.30166], [0.44990, -3.41974, -0.34006], [2.93471, 0.37173, 0.00857], [2.03682, 0.49667, 1.56430], [0.33827, -0.08521, -2.02799], [1.04778, -1.96215, -1.16243], [-2.01035, 2.32371, 1.30282], [-2.93891, 2.08786, -0.08793], [0.43866, 2.91451, 1.00356], [0.52470, 2.68681, -0.74968], [2.02266, -0.21191, -1.78833]]
}


4.
{
  "formula": "C32H61F3O23",
  "method": "the ωB97M-V functional and the def2-TZVPD basis",
  "e_above_lowest_ev": 3.888,
  "smiles": "CCOC(=O)C(F)(F)F.CCOC(=O)OC.CCOC(=O)OC.CCOC(=O)OC.CCOC(=O)OC.CCOC(=O)OC.CCOC(=O)OC.CCOC(=O)OC",
  "multiplicity": 1,
  "total_energy_ha": -3285.97069,
  "orbital_gap_ev": 11.01,
  "species": ["C", "C", "O", "C", "O", "O", "C", "H", "H", "H", "H", "H", "H", "H", "H", "C", "C", "O", "C", "O", "O", "C", "H", "H", "H", "H", "H", "H", "H", "H", "C", "C", "O", "C", "O", "O", "C", "H", "H", "H", "H", "H", "H", "H", "H", "C", "C", "O", "C", "O", "O", "C", "H", "H", "H", "H", "H", "H", "H", "H", "C", "C", "O", "C", "O", "O", "C", "H", "H", "H", "H", "H", "H", "H", "H", "C", "C", "O", "C", "O", "O", "C", "H", "H", "H", "H", "H", "H", "H", "H", "C", "C", "O", "C", "O", "O", "C", "H", "H", "H", "H", "H", "H", "H", "H", "C", "C", "O", "C", "O", "C", "F", "F", "F", "H", "H", "H", "H", "H"],
  "xyz": [[3.30152, -2.09079, -4.25571], [2.96940, -0.62993, -3.87006], [3.97076, -0.10675, -2.96216], [3.82688, -0.12752, -1.63059], [2.90814, -0.67950, -1.04904], [4.80335, 0.54803, -1.03194], [4.75359, 0.75813, 0.39557], [4.17554, -1.84819, -4.86015], [2.50695, -2.69289, -4.69642], [3.65073, -2.64113, -3.38205], [2.06498, -0.70207, -3.26596], [2.80832, -0.12076, -4.82026], [4.12639, 0.00129, 0.86666], [4.24739, 1.71373, 0.53234], [5.75179, 0.77381, 0.83311], [3.64184, 2.58680, -7.40962], [2.15625, 2.67243, -7.16773], [2.03259, 2.81162, -5.71344], [0.98956, 2.28258, -5.07691], [0.09244, 1.57561, -5.59138], [1.08421, 2.72276, -3.79370], [0.02328, 2.23464, -2.93411], [4.19207, 3.46184, -7.06375], [3.85201, 2.49856, -8.47552], [4.02302, 1.78329, -6.77942], [1.65440, 1.75771, -7.48322], [1.70661, 3.41685, -7.82481], [-0.14970, 2.79540, -2.01557], [0.35595, 1.26755, -2.55705], [-0.89052, 2.15401, -3.52280], [0.20975, -3.07278, -2.80836], [-1.27220, -3.41397, -3.05748], [-1.76213, -2.89509, -4.25127], [-2.19511, -1.63470, -4.42058], [-2.43140, -0.92929, -3.47349], [-2.38106, -1.47770, -5.77157], [-2.75458, -0.15581, -6.11824], [0.54363, -3.70307, -1.98413], [0.46384, -2.03529, -2.59118], [0.64945, -3.30666, -3.77793], [-1.93405, -3.00574, -2.29367], [-1.49880, -4.47895, -3.00674], [-3.06140, -0.13460, -7.16394], [-2.07393, 0.69509, -6.09005], [-3.61091, 0.20615, -5.54923], [-2.77314, 6.96265, -3.10530], [-2.89977, 5.65733, -3.87430], [-2.56205, 4.56798, -3.03372], [-3.42427, 3.90553, -2.30918], [-4.64238, 4.03452, -2.49109], [-2.69309, 3.05552, -1.52098], [-3.42334, 2.10737, -0.79844], [-2.54183, 7.82048, -3.73675], [-1.89275, 6.93756, -2.46312], [-3.71157, 7.11934, -2.57342], [-2.03858, 5.74908, -4.53615], [-3.82441, 5.56899, -4.44470], [-4.32397, 2.58290, -0.41008], [-2.89943, 1.66112, 0.04682], [-3.71376, 1.32781, -1.50275], [-5.56955, -2.74023, 4.11861], [-4.77370, -1.55948, 3.52412], [-5.10074, -1.38946, 2.15169], [-4.56557, -2.18741, 1.19444], [-3.70401, -3.04034, 1.42120], [-5.23437, -1.98565, 0.04202], [-4.75034, -2.49802, -1.22425], [-5.05970, -3.61114, 3.70670], [-6.63302, -2.68839, 3.88527], [-5.56230, -2.80510, 5.20665], [-3.71252, -1.80794, 3.54050], [-5.05421, -0.63722, 4.03288], [-3.76424, -2.05093, -1.35002], [-5.40400, -2.20602, -2.04618], [-4.64313, -3.58219, -1.18962], [3.51624, 2.00292, 4.48702], [4.63995, 0.87731, 4.44724], [4.84320, 0.34146, 5.72035], [5.90467, 0.58059, 6.45259], [6.94379, 1.16701, 6.10833], [5.69732, 0.09393, 7.66646], [6.45174, 0.44570, 8.73031], [2.85916, 1.88651, 5.34887], [2.91159, 1.88399, 3.58793], [4.02175, 2.96579, 4.41321], [5.59298, 1.21899, 4.04337], [4.30919, 0.01192, 3.87295], [7.47397, 0.08418, 8.61873], [5.96246, 0.17444, 9.66579], [6.60237, 1.51769, 8.85774], [-0.82523, -3.73000, 3.11742], [-1.29054, -3.46074, 4.51864], [-0.53047, -4.05682, 5.59956], [-0.95153, -4.07874, 6.83841], [-2.04564, -3.61485, 7.25293], [-0.03168, -4.65629, 7.62046], [-0.35936, -5.03968, 8.92673], [0.23877, -3.53557, 2.98250], [-1.48221, -3.41013, 2.30862], [-0.86621, -4.81797, 3.06520], [-2.34328, -3.74249, 4.49732], [-1.29330, -2.38941, 4.71954], [0.00584, -6.06118, 9.03289], [-1.42235, -5.20784, 9.09960], [0.08229, -4.51662, 9.77494], [-1.11419, -0.86867, 0.79751], [-0.18881, -0.23522, -0.24037], [-0.12949, 1.21397, -0.06190], [0.71292, 1.84217, 0.76531], [1.55084, 1.25518, 1.41432], [0.49238, 3.37633, 0.76610], [1.55868, 3.92103, 0.12758], [-0.58717, 3.62601, -0.05373], [0.30900, 3.93778, 1.99157], [-2.11951, -0.47815, 0.63967], [-0.86464, -0.48698, 1.78754], [-1.14995, -1.95595, 0.72917], [-0.52995, -0.55608, -1.22463], [0.81936, -0.62889, -0.11107]]
}


5.
{
  "formula": "C2H6ClNO3S",
  "method": "the ωB97M-V functional and the def2-TZVPD basis",
  "e_above_lowest_ev": 3.864,
  "smiles": "O=S(=O)(O)CCNCl",
  "multiplicity": 1,
  "total_energy_ha": -1218.50121,
  "orbital_gap_ev": 9.75,
  "species": ["C", "C", "H", "H", "H", "H", "H", "H", "N", "O", "O", "O", "S", "Cl"],
  "xyz": [[-0.30054, 0.67003, -0.16009], [0.99603, -0.18430, -0.28993], [-2.58578, -0.99052, 1.82968], [-0.69093, 1.24637, 0.90368], [-0.27252, 1.67290, -0.91693], [1.20295, -0.94423, 0.62821], [1.10276, -0.65671, -1.39756], [2.20509, 1.22138, 0.51121], [2.26903, 0.59343, -0.33520], [-1.57833, -0.73925, 1.32982], [-2.83994, 0.46115, -0.55382], [-1.24941, -1.45286, -1.18043], [-1.66370, -0.32743, -0.28644], [3.40531, -0.56998, -0.08221]]
}


6.
{
  "formula": "C6H12O2",
  "method": "the ωB97M-V functional and the def2-TZVPD basis",
  "e_above_lowest_ev": 4.704,
  "multiplicity": 1,
  "total_energy_ha": -386.14730,
  "orbital_gap_ev": 9.58,
  "species": ["C", "C", "O", "H", "H", "H", "H", "H", "H", "C", "C", "C", "C", "O", "H", "H", "H", "H", "H", "H"],
  "xyz": [[-0.22653, -1.18325, -2.55152], [-0.38345, 0.33282, -2.61737], [-0.37842, -1.69367, -1.23872], [0.31503, -1.30208, -0.67746], [0.74961, -1.47219, -2.96516], [-0.99637, -1.66900, -3.15613], [-1.36339, 0.63222, -2.24293], [0.38078, 0.81999, -2.00984], [-0.27840, 0.68656, -3.64440], [1.71146, 0.42953, 2.76623], [0.99801, 0.41214, 1.50614], [-0.46073, 0.76366, 1.85433], [-1.51491, 0.21987, 1.20624], [1.29132, -0.27286, 0.53676], [-0.59603, 1.69726, 2.39581], [2.65284, -0.10686, 2.80318], [0.29243, 0.17673, 3.05354], [1.67512, 1.37064, 3.30350], [-2.48623, 0.69431, 1.23460], [-1.38214, -0.53581, 0.44321]]
}